Record 1
The following is a DFT calculation (ωB97M-V with the def2-TZVPD basis set) of the molecule C20H34N6O2.

The value obtained for the electronic energy is -1261.5056 Eh. The largest force on an atom comes out at 0.17 eV Å⁻¹. The HOMO-LUMO gap is 8.93 eV. The energy above the lowest of the compared OMol25 structures with the same formula, charge and spin comes out at 101.15 kJ/mol. Its SMILES is CC1=CC[C@H](C(=O)N(C)CC[C@H](C)NC(=O)c2cn(CCN(C)C)nn2)CC1. As for the net charge: 0. The spin multiplicity is 1.

Cartesian coordinates (Å):
O  -0.64  1.23  -2.00
O  -4.22  -1.46  2.68
N  3.36  2.19  -2.56
N  3.82  1.01  -2.12
N  5.02  -0.48  0.23
N  0.04  -0.88  -2.41
N  2.07  2.11  -2.65
N  -3.85  -1.82  0.47
C  0.26  0.45  -2.22
C  -1.30  -2.84  -2.92
C  5.51  0.77  -0.35
C  5.93  -1.58  -0.02
C  -3.69  2.75  2.24
C  -1.31  -1.43  -2.34
C  -1.38  1.88  1.92
C  -3.85  -1.03  1.59
C  1.69  0.86  -2.28
C  -2.39  2.99  2.13
C  -1.82  4.38  2.21
C  -3.34  -1.39  -0.82
C  -3.33  0.39  1.47
C  5.24  0.85  -1.84
C  2.81  0.15  -1.93
C  -4.31  1.38  2.11
C  -1.82  -1.39  -0.90
C  -1.98  0.51  2.18
C  -4.19  -3.22  0.60
C  4.77  -0.33  1.65
H  -1.29  -0.27  1.85
H  6.91  -1.43  0.45
H  -4.47  -3.42  1.63
H  -3.33  -3.85  0.33
H  -0.61  -3.47  -2.36
H  5.60  -0.03  -2.37
H  -4.37  3.58  2.41
H  -0.53  2.05  2.58
H  -3.75  -2.10  -1.55
H  4.04  0.45  1.83
H  5.00  1.60  0.13
H  5.50  -2.50  0.37
H  0.79  -1.45  -2.78
H  -5.22  1.45  1.50
H  -2.29  -3.29  -2.85
H  -1.00  1.95  0.90
H  -1.95  -0.79  -2.95
H  -1.43  -2.26  -0.36
H  5.68  -0.09  2.22
H  -2.14  0.35  3.25
H  5.72  1.73  -2.27
H  -1.44  -0.50  -0.41
H  2.97  -0.84  -1.52
H  -1.00  -2.84  -3.97
H  -3.74  -0.42  -1.10
H  -1.12  4.47  3.04
H  -1.26  4.61  1.30
H  -3.18  0.68  0.43
H  6.59  0.90  -0.18
H  -2.60  5.13  2.33
H  6.08  -1.72  -1.09
H  -5.02  -3.47  -0.06
H  4.37  -1.27  2.05
H  -4.62  1.00  3.08


Record 2
The following is a DFT calculation (ωB97M-V with the def2-TZVPD basis set) of an isolated ion of composition CH3F3N2P and charge +1 in a non-equilibrium geometry.

The value obtained for the electronic energy is -790.1834 Eh. The largest force on an atom comes out at 3.99 eV Å⁻¹. The HOMO-LUMO gap is 11.86 eV. The energy above the lowest of the compared OMol25 structures with the same formula, charge and spin comes out at 21.87 kJ/mol. Its SMILES is N/C(F)=[NH+]/P(F)F. As for the net charge: +1. The spin multiplicity is 1.

Cartesian coordinates (Å):
P  -1.38  -0.25  -1.61
F  -1.05  -1.69  -2.13
F  -2.54  -0.84  -0.60
F  -0.62  1.48  0.51
N  1.37  0.72  1.17
N  0.00  -0.44  -0.35
C  0.27  0.49  0.46
H  1.37  1.66  1.54
H  0.65  -1.20  -0.66
H  1.93  0.06  1.66